(A)
The following is a DFT calculation (ωB97M-V with the def2-TZVPD basis set) of 16 unconnected molecules or ions with the total composition C4H30BO23.

Values from the calculation:
Frontier orbital gap ... 10.425 eV
HOMO ... -8.4392 eV
Net charge ... -1

Structure (XYZ):
```
58
Properties=species:S:1:pos:R:3:nbo_charge:R:1
O 4.74724 0.49080 -15.44102 -0.63
C 4.90246 1.16708 -16.42349 0.71
O 4.06470 1.32802 -17.41041 -0.64
B 4.56396 2.33009 -18.35924 1.17
O 5.95824 2.58872 -17.92571 -0.66
C 6.12098 2.05428 -16.72783 0.69
O 7.00407 2.22221 -15.94883 -0.54
O 3.59605 3.46382 -18.21850 -0.65
C 2.77531 3.50182 -19.23354 0.70
O 1.89504 4.28850 -19.39983 -0.59
C 3.30484 2.49627 -20.25930 0.71
O 4.37115 1.94142 -19.75954 -0.65
O 2.80095 2.28670 -21.32539 -0.59
O 0.96977 5.42258 -16.87625 -0.96
H 0.34042 4.69980 -16.96430 0.47
H 1.44774 5.42373 -17.72094 0.48
O 7.70880 0.26344 -19.88087 -0.95
H 8.02043 1.17500 -19.95101 0.48
H 6.74922 0.32971 -19.94919 0.47
O -0.56014 2.48967 -19.87496 -0.94
H -0.38017 3.42021 -20.06029 0.48
H -1.29110 2.25511 -20.45634 0.46
O 5.37169 3.72555 -22.40830 -0.95
H 4.83137 2.94460 -22.23390 0.47
H 4.75716 4.46769 -22.33912 0.47
O 2.36643 -1.10501 -14.88474 -0.95
H 2.82433 -0.39181 -15.35428 0.49
H 2.39365 -1.85293 -15.49074 0.46
O 5.56161 2.72516 -13.09914 -0.94
H 5.14882 2.93609 -12.25547 0.47
H 5.19033 1.86850 -13.34024 0.47
O 8.28005 -0.09658 -14.61211 -0.95
H 7.52556 0.50427 -14.61421 0.47
H 7.88973 -0.98160 -14.58374 0.48
O 5.91983 5.79625 -17.22176 -0.94
H 6.04549 5.62367 -16.28197 0.47
H 5.62209 4.95369 -17.58407 0.47
O 0.95718 3.45629 -24.21305 -0.95
H 1.43192 4.29427 -24.21698 0.47
H 1.62334 2.80434 -23.96273 0.48
O 1.13412 -0.13298 -21.46833 -0.95
H 0.47044 0.19313 -22.08300 0.46
H 1.60961 0.66503 -21.18515 0.49
O 10.09371 2.20130 -14.74921 -0.93
H 9.90036 1.86368 -15.63279 0.48
H 9.89661 3.14305 -14.79201 0.46
O 5.98471 -1.92633 -14.73259 -0.98
H 5.46778 -2.66410 -14.39203 0.47
H 5.33854 -1.35414 -15.17742 0.50
O 6.02608 -0.35224 -12.21834 -0.94
H 6.06840 -0.09748 -13.14352 0.47
H 6.49563 -1.18934 -12.18795 0.47
O 2.84128 6.34948 -21.09542 -0.95
H 3.11007 6.23909 -20.17720 0.48
H 1.91345 6.59792 -21.04357 0.47
O 8.93353 3.44730 -17.97033 -0.95
H 9.47398 3.76366 -17.24087 0.46
H 8.19395 2.98419 -17.54455 0.48
```



(B)
The following is a DFT calculation (ωB97M-V with the def2-TZVPD basis set) of a molecular structure, C4H30BO23.

Values from the calculation:
Frontier orbital gap ... 8.798 eV
HOMO ... -7.3002 eV
Net charge ... -1

Structure (XYZ):
```
58
Properties=species:S:1:pos:R:3:nbo_charge:R:1
O 0.86667 -4.12995 -0.74378 -0.60
C 0.85467 -3.08695 -0.10078 0.66
O 1.46167 -2.07395 -0.55678 -0.61
B 0.87367 -0.94695 0.22722 1.19
O 0.06867 -1.57295 1.28722 -0.58
C 0.13267 -2.78195 1.09022 0.69
O -0.32733 -3.66895 1.78122 -0.62
O 0.17967 0.04905 -0.60178 -0.66
C 0.74167 1.17605 -0.47378 0.68
O 0.55867 2.10205 -1.30178 -0.57
C 1.85367 1.05505 0.37622 0.70
O 1.94067 -0.11695 0.78622 -0.61
O 2.47567 1.98305 0.84222 -0.61
O 2.39167 -2.98495 -3.25978 -0.95
H 2.70167 -2.06995 -3.32778 0.48
H 2.36067 -3.14395 -2.33978 0.48
O 1.72267 2.25305 3.48422 -0.98
H 2.23467 2.15305 2.68922 0.49
H 0.99567 1.62505 3.50722 0.51
O -1.83433 1.07905 -2.84278 -0.98
H -2.66833 0.87505 -2.45778 0.46
H -1.57533 1.93005 -2.53278 0.51
O -2.29333 0.75805 0.32922 -0.96
H -1.50733 0.74205 -0.29478 0.50
H -2.56233 -0.16895 0.43222 0.47
O -0.72533 0.95205 2.59822 -1.04
H -1.41033 0.98505 1.90422 0.50
H -0.88233 0.03405 2.94222 0.50
O 0.74667 1.82205 -3.95678 -0.97
H 0.24267 1.02205 -3.71078 0.49
H 0.89267 2.21805 -3.08578 0.47
O 0.20967 5.06505 -0.70978 -0.97
H 0.77467 4.74205 -1.35478 0.48
H 0.11667 4.35805 -0.01578 0.51
O 0.16367 3.53105 1.61222 -0.97
H 0.52867 4.35705 1.92322 0.46
H 0.67767 3.04905 2.25822 0.49
O 0.25867 -0.89095 -3.32178 -0.97
H 0.59867 -1.79195 -3.11078 0.49
H -0.29333 -0.68995 -2.56078 0.48
O -0.83733 -4.16995 -2.72878 -0.96
H -0.58633 -4.32795 -1.82678 0.47
H -0.17733 -4.61895 -3.27078 0.47
O 3.27167 4.74205 0.76022 -0.97
H 2.95967 3.84905 0.65622 0.50
H 2.94967 5.15805 1.59922 0.46
O -2.47033 -3.37395 3.42722 -0.99
H -1.64533 -3.77895 3.07122 0.51
H -3.13433 -4.08095 3.22622 0.49
O -1.42033 -1.08895 4.15422 -0.97
H -1.48433 -1.13395 5.08422 0.47
H -1.68933 -1.96195 3.83722 0.50
O -1.52533 3.85905 -2.36378 -0.97
H -2.45133 4.17205 -2.47278 0.47
H -1.16633 4.25705 -1.57978 0.50
O -1.65233 -5.91095 0.59422 -0.95
H -1.03833 -5.21295 0.71222 0.48
H -1.44833 -6.17495 -0.28978 0.46
```



Most stable to least stable, the ends of the list are (A) and (B).



(A)
The following is a DFT calculation (ωB97M-V with the def2-TZVPD basis set) of a single C7H8N2 molecule.

Values from the calculation:
Frontier orbital gap ... 10.426 eV
HOMO ... -9.7193 eV

Structure (XYZ):
```
17
Properties=species:S:1:pos:R:3:nbo_charge:R:1
C -0.71388 1.64153 -1.97744 -0.66
C -0.97970 0.89816 -0.69340 0.28
N -2.06439 0.73253 -0.03793 -0.26
N -1.76816 -0.00867 1.15409 -0.26
C -0.53884 -0.23003 1.21192 0.29
C 0.37395 -1.20832 1.91921 -0.48
C 1.29202 -1.63253 0.72262 -0.15
C 1.06552 -0.88643 -0.33635 -0.19
C 0.23005 0.33182 0.03710 -0.41
H -1.51919 2.40041 -2.20672 0.24
H 0.23987 2.11063 -1.83800 0.22
H -0.71730 0.92487 -2.82365 0.24
H -0.14863 -2.07687 2.31505 0.23
H 0.88101 -0.77582 2.74297 0.23
H 1.99872 -2.44563 0.82873 0.22
H 1.52588 -1.02752 -1.32142 0.22
H 0.84306 1.25189 0.30322 0.25
```



(B)
The following is a DFT calculation (ωB97M-V with the def2-TZVPD basis set) of a single C7H8N2 molecule.

Values from the calculation:
Frontier orbital gap ... 10.243 eV
HOMO ... -10.1664 eV

Structure (XYZ):
```
17
Properties=species:S:1:pos:R:3:nbo_charge:R:1
H 2.43152 0.03269 1.12033 0.34
N 1.84168 0.59383 0.40924 -0.57
C 0.55581 0.40292 0.48433 0.25
C -0.08864 -0.65330 1.39079 -0.45
C 0.61573 -1.99254 1.29050 -0.60
C -0.30878 1.13729 -0.39483 0.01
C -1.43846 1.78947 -0.67539 -0.13
C -0.53761 1.48468 -1.82113 -0.33
C -0.91293 0.50692 -2.90731 0.27
N -1.19976 -0.21617 -3.76177 -0.33
H -1.07105 -0.68163 1.08424 0.21
H -0.16301 -0.33479 2.35095 0.22
H 1.65711 -1.71690 1.26561 0.20
H 0.09281 -2.52516 0.51384 0.22
H 0.66128 -2.57503 2.12176 0.21
H -2.22880 2.37238 -0.30738 0.24
H 0.09311 2.37534 -2.16377 0.22
```



(C)
The following is a DFT calculation (ωB97M-V with the def2-TZVPD basis set) of a single C7H8N2 molecule.

Values from the calculation:
Frontier orbital gap ... 8.394 eV
HOMO ... -8.1438 eV

Structure (XYZ):
```
17
Properties=species:S:1:pos:R:3:nbo_charge:R:1
C -0.92485 2.01609 1.27973 -0.65
C -0.39824 1.03957 0.34038 0.23
C -0.28776 -0.26325 0.58354 -0.33
C 0.41086 -1.11242 -0.28690 0.27
C 1.51355 -1.90268 0.28011 -0.63
N 0.15770 -1.28443 -1.51906 -0.41
C -0.72624 -0.39098 -2.21225 -0.23
C -0.46500 0.81985 -1.78406 0.36
N 0.10824 1.51306 -0.87613 -0.45
H -1.64245 2.73755 0.85329 0.24
H -0.10854 2.79688 1.63128 0.23
H -1.28042 1.46472 2.14406 0.22
H -0.41986 -0.68904 1.49809 0.22
H 1.63154 -1.60675 1.29994 0.20
H 2.40935 -1.54818 -0.34067 0.24
H 1.31983 -2.88273 0.20401 0.23
H -1.29772 -0.70727 -3.09537 0.24
```



(D)
The following is a DFT calculation (ωB97M-V with the def2-TZVPD basis set) of a single C7H8N2 molecule.

Values from the calculation:
Frontier orbital gap ... 8.989 eV
HOMO ... -8.1180 eV

Structure (XYZ):
```
17
Properties=species:S:1:pos:R:3:nbo_charge:R:1
C -3.01454 -1.09293 0.34062 -0.29
C -2.30432 -0.15141 -0.03582 -0.04
C -1.25177 0.89262 -0.47896 -0.45
C 0.22146 0.27730 -0.35987 0.12
C 1.34103 1.25611 -0.15256 -0.41
C 1.00133 0.17779 0.85609 -0.32
C 1.77563 -0.95008 0.65560 0.00
N 1.71870 -1.50658 -0.53757 -0.21
N 0.64983 -0.87689 -1.11120 -0.45
H -3.70558 -1.79343 1.07808 0.28
H -1.45002 1.89297 -0.09461 0.26
H -1.59171 0.75331 -1.69188 0.25
H 1.01085 2.21282 0.38119 0.22
H 2.29769 1.22567 -0.58552 0.23
H 0.79352 0.27445 2.02488 0.23
H 2.48184 -1.20322 1.39200 0.19
H 0.02608 -1.38852 -1.68048 0.39
```



Most stable to least stable, the ends of the list are (A) and (D).